The following is a DFT calculation (wB97M-V/def2-TZVPD) of a structure of composition C18H18ClNO4.

Positions of all 42 atoms, in Å:
C 5.1684 3.4892 -0.5070
C 5.8867 2.1306 -0.2780
H 6.4613 2.2571 0.6344
H 6.4627 1.7766 -1.0986
O 4.6995 1.0082 -0.2950
C 4.9684 -0.1347 0.2238
O 6.0613 -0.5442 0.5370
C 3.7960 -0.9538 0.1743
O 2.6550 -0.3809 -0.4429
C 1.5449 -1.0821 -0.2733
C 0.3895 -0.2027 -0.9035
C -0.9238 -0.8392 -0.9904
C -1.0409 -2.3030 -0.3083
C 0.0189 -2.6824 0.4599
C 1.2625 -2.2503 0.2756
H 2.0000 -2.7938 1.0272
H -0.1525 -3.8675 0.9819
C -2.4409 -2.8145 -0.0905
O -2.4588 -3.8508 -0.3655
N -3.5177 -1.8870 0.0622
C -3.5939 -0.6073 0.2785
C -2.8175 -0.0397 1.5239
C -2.7812 1.2947 1.8384
C -3.7750 2.0819 1.3994
C -4.5726 1.7228 0.0070
C -4.4245 0.2634 -0.2182
C -5.4045 -0.4666 -1.2820
H -6.1530 -0.7551 -0.8802
H -5.9826 0.5002 -1.6891
H -4.8179 -0.9105 -1.9306
Cl -5.7305 2.7608 -0.4547
H -3.8175 3.0330 1.4207
H -2.0811 1.5816 2.5728
H -2.0098 -0.9357 1.7969
H -4.4086 -2.4632 -0.2065
H -1.5780 -0.2352 -1.3769
H 0.6825 0.5190 -1.6263
H 4.0892 -1.9263 0.1295
H 3.6115 -1.0715 1.3886
H 4.4286 3.5574 -1.4173
H 5.9827 4.1538 -0.5468
H 4.3135 3.8679 0.4499

Properties
* net charge: 0
* strongest force on any atom: 18.55 eV/Å
* orbital gap: 8.05 eV
* spin multiplicity: 1

The following is a DFT calculation (wB97M-V/def2-TZVPD) of a structure of composition C18H18CoN2O8S2.

Positions of all 49 atoms, in Å:
Co -0.3688 1.0506 0.7416
C -0.1809 4.0457 1.3971
O -1.0639 2.9894 0.9667
C -2.3450 3.0252 1.6066
C -3.1567 1.8862 1.0540
O -2.4300 0.6554 1.1668
C -2.8420 -0.1984 2.2548
H -0.0699 4.0152 2.4806
H -0.5842 5.0060 1.0817
H 0.7828 3.8748 0.9268
H -2.8440 3.9704 1.3860
H -2.2035 2.9326 2.6852
H -3.3564 2.0416 -0.0038
H -4.1082 1.8218 1.5794
H -3.9282 -0.2647 2.2677
H -2.4731 0.1838 3.2064
H -2.4254 -1.1820 2.0670
O 0.7216 -0.2064 4.4451
C 0.4837 -0.2816 3.2659
O 0.1816 0.7560 2.5057
C 0.5391 -1.6284 2.5664
C 1.1342 -2.7284 3.1756
C 1.2441 -3.9303 2.4882
C 0.7830 -4.0507 1.1829
C 0.1801 -2.9563 0.5988
C 0.0409 -1.7725 1.2929
N -0.2358 -2.9957 -0.8132
O -0.0054 -3.9979 -1.4510
O -0.6665 -1.9546 -1.3051
H 1.5135 -2.6188 4.1841
H 1.7142 -4.7798 2.9658
H 0.9000 -4.9664 0.6208
H -0.4486 -0.9514 0.8125
O 2.3848 -0.8605 -0.3899
S 2.2932 0.3467 -1.1318
O 3.1874 1.4247 -0.8818
N 0.6801 0.9707 -0.9483
C 0.0986 1.0370 -2.1180
S -1.4759 1.6678 -2.2931
C 0.8756 0.5405 -3.2619
C 0.4952 0.4763 -4.5923
C 1.3818 -0.0990 -5.4937
C 2.6106 -0.5921 -5.0658
C 2.9983 -0.5135 -3.7311
C 2.1070 0.0606 -2.8560
H -0.4670 0.8591 -4.9159
H 1.1123 -0.1654 -6.5394
H 3.2784 -1.0528 -5.7829
H 3.9573 -0.8906 -3.3982

Properties
* net charge: +1
* strongest force on any atom: 1.21 eV/Å
* expectation value of S²: 6.01
* orbital gap (spin up / spin down): 8.01 / 5.24 eV
* spin multiplicity: 5

The following is a DFT calculation (wB97M-V/def2-TZVPD) of a structure of composition C18H18CrNO4.

Positions of all 42 atoms, in Å:
C 0.0930 -1.1763 2.3516
C 0.9520 -0.0089 2.4318
C 0.1553 1.1334 2.1898
H 2.0266 0.0470 2.5381
C -1.2013 0.6890 1.9489
C -1.2235 -0.7326 2.0250
H -2.0496 -1.4106 1.8940
H 0.3041 -2.2267 2.5087
H 0.5301 2.1412 2.1656
H -2.0757 1.3181 1.9257
C 1.6256 0.2876 -1.8383
C 2.4474 -0.4696 -1.0185
C 1.7433 -1.7726 -0.6864
H 3.1522 -0.0295 -0.3380
C 0.5416 -1.7440 -1.5877
C 0.4849 -0.5306 -2.2671
H -0.1954 -0.2786 -3.0825
H 1.8063 1.3058 -2.1655
H 2.2423 -2.7670 -0.6026
H -0.0807 -2.6200 -1.6849
Cr -0.0780 0.1015 -0.0164
O -0.6841 1.6288 -0.8593
C -1.5037 2.6926 -0.4172
C -2.9281 2.3772 -0.6445
H -1.3592 2.9265 0.6619
H -1.1866 3.5412 -1.0471
H -3.4122 1.7621 0.1173
H -5.4223 3.1591 -0.6477
C -4.9984 3.1385 -1.6570
C -3.6330 2.7302 -1.7902
C -3.0616 2.7278 -3.1134
H -2.0296 2.3757 -3.2267
C -3.8218 3.1247 -4.2031
H -3.3821 3.1079 -5.2028
C -5.1496 3.5530 -4.0348
H -5.7343 3.8763 -4.8969
C -5.7268 3.5630 -2.7549
H -6.7536 3.9043 -2.6160
O 2.3004 -3.1131 2.0425
N 2.5789 -1.9998 1.6628
O 3.6518 -1.4838 1.4916
O 1.2899 -1.3992 0.6448

Properties
* net charge: 0
* strongest force on any atom: 3.32 eV/Å
* expectation value of S²: 4.24
* orbital gap (spin up / spin down): 4.92 / 5.64 eV
* spin multiplicity: 4

The following is a DFT calculation (wB97M-V/def2-TZVPD) of the ion C18H18F with charge +1.

Positions of all 37 atoms, in Å:
C -5.0497 0.4637 -2.2221
C -3.7465 1.0389 -1.8160
C -2.6123 0.2743 -1.6845
C -1.4085 0.8188 -1.2714
C -0.0773 0.1422 -1.2720
H -5.7793 1.2697 -2.3323
H -4.9860 -0.0796 -3.1746
H -5.4247 -0.2538 -1.4804
H -3.6933 2.1170 -1.6538
H -2.6626 -0.8050 -1.9181
H -1.3622 1.8859 -1.0287
H 0.6043 1.0029 -1.4137
H -0.0259 -0.5012 -2.1722
F 1.6563 0.3871 4.5766
C 0.6722 0.2906 3.6137
C -0.5672 0.8681 3.8734
C -1.5267 0.7989 2.8577
C -1.2185 0.2184 1.6262
C 0.0745 -0.2261 1.3251
C 0.4465 -0.6903 -0.1020
C 1.9606 -0.7936 -0.3587
C 2.4796 -1.7631 -1.2290
C 3.8557 -1.7907 -1.4876
C 4.7066 -0.8684 -0.8615
C 4.1852 0.1149 -0.0109
C 2.7972 0.2063 0.1498
C 0.9941 -0.3023 2.3893
H -0.7697 1.3612 4.8208
H -2.5234 1.2148 3.0045
H -1.9921 0.1446 0.8603
H 0.0126 -1.6976 -0.2220
H 1.7912 -2.4815 -1.6911
H 4.2607 -2.5500 -2.1602
H 5.7793 -0.9125 -1.0461
H 4.8254 0.8132 0.5386
H 2.3431 1.0401 0.7000
H 1.9810 -0.7558 2.2728

Properties
* net charge: +1
* strongest force on any atom: 1.89 eV/Å
* orbital gap: 5.55 eV
* spin multiplicity: 1

The following is a DFT calculation (wB97M-V/def2-TZVPD) of a structure of composition C18H18F2IrN7O2S2.

Positions of all 50 atoms, in Å:
Ir 0.5773 -0.3640 0.1385
O -2.0163 2.4092 0.1256
C -0.8128 2.2121 0.2491
O -0.1560 1.4297 -0.5628
C -0.0088 2.9050 1.3014
C 0.0621 4.2943 1.2635
C 0.8240 4.9884 2.1873
C 1.5185 4.2875 3.1645
C 1.4466 2.9050 3.2145
C 0.6809 2.1927 2.2899
S 0.6027 0.4287 2.4669
H -0.4884 4.8261 0.4976
H 0.8742 6.0681 2.1474
H 2.1197 4.8191 3.8907
H 1.9834 2.3571 3.9787
N 2.8801 -3.7235 0.0038
C 1.7190 -4.4632 -0.0365
C 0.6904 -3.5773 0.0669
N 1.2105 -2.3083 0.1724
C 2.5282 -2.4288 0.1311
C 3.2719 -1.1952 0.2050
N 2.5525 -0.0870 0.1827
C 3.4113 0.9665 0.3593
C 4.6770 0.4730 0.4592
N 4.5768 -0.8980 0.3594
H 3.8120 -4.0938 -0.0678
H 1.7255 -5.5335 -0.1331
H -0.3677 -3.7668 0.0927
H 3.0606 1.9830 0.3989
H 5.6210 0.9667 0.6004
H 5.3409 -1.5453 0.4446
C -4.3772 -1.7660 -3.4501
C -4.0015 -0.3931 -2.8768
C -3.2498 -0.4719 -1.5832
N -1.9971 -0.7808 -1.4022
N -1.5091 -0.7817 -0.1053
C -2.4794 -0.3936 0.7156
N -2.3734 -0.2741 2.0214
S -3.9912 -0.1159 -0.1131
H -5.0404 -1.6183 -4.2998
H -4.9022 -2.3712 -2.7111
H -3.5025 -2.3142 -3.7902
H -4.9084 0.1773 -2.6771
H -3.4096 0.1783 -3.5880
H -1.3973 -0.1526 2.3968
H -3.0758 0.2766 2.4933
F -1.2323 -0.6352 -3.5564
C -1.0638 -1.3028 -2.4164
F -1.3568 -2.5996 -2.6245
H -0.0494 -1.1886 -2.0248

Properties
* net charge: +1
* strongest force on any atom: 1.32 eV/Å
* expectation value of S²: 0.75
* orbital gap (spin up / spin down): 5.71 / 6.47 eV
* spin multiplicity: 2